Below is a 7-piece molecular cluster, C19H48N2O13Si overall at a distorted geometry, with properties calculated with ωB97M-V/def2-TZVPD.

XYZ file:
```
83
Properties=species:S:1:pos:R:3:forces:R:3
C 2.46982 0.77317 3.34326 0.67 0.19 0.15
O 1.05301 0.48475 3.04014 1.70 -0.03 -1.05
C 0.93688 -0.55335 2.00382 0.60 -1.43 1.42
Si -0.29527 -0.14876 0.57667 0.64 -0.12 -0.10
C -0.99461 -1.84579 -0.07123 -0.19 -1.50 -0.49
C 0.12558 -3.04067 -0.15828 0.28 -2.84 -6.43
O 0.33646 -3.60865 -1.37795 -0.89 3.59 7.67
O 0.90158 -3.60082 0.96026 1.28 1.53 -3.46
C 2.28178 -3.75970 0.39588 4.96 3.80 -2.07
C 2.88647 -5.25047 0.00880 -1.10 -0.53 -0.19
O 3.09296 -2.70342 0.13539 -6.03 -6.56 2.05
C 0.48389 0.73868 -0.94441 0.63 0.30 -1.15
C 2.02683 0.30042 -1.28728 -0.23 -0.07 -1.62
O 2.99185 0.69484 -0.24781 0.04 -1.44 -1.22
C 2.41399 1.08098 -2.71349 -0.49 0.51 0.05
N 3.66023 1.93788 -2.58467 -0.64 -0.60 -0.16
N -1.70939 0.81988 1.11520 0.32 1.00 2.09
C -2.28990 0.34853 2.42867 0.42 1.41 5.47
C -3.50555 -0.79302 2.44333 0.59 0.28 -0.69
O -1.91931 0.82788 3.61869 -2.07 -2.36 -7.35
C -1.46826 2.30961 1.06937 -4.50 4.76 -2.18
C -0.18048 3.12435 1.66864 0.33 0.44 0.51
O -2.45318 3.06337 0.50786 6.05 -4.93 3.43
H 3.09818 0.88370 2.36004 -1.21 -0.33 1.73
H 2.60574 1.78274 3.94498 -0.73 -2.22 -1.16
H 2.89055 -0.10940 3.98789 -0.59 1.60 -1.15
H 1.99964 -0.84820 1.61014 -2.04 0.47 0.47
H 0.51059 -1.52277 2.55230 0.86 1.77 -1.10
H -1.37810 -1.65402 -1.18504 1.04 -0.80 2.39
H -1.92699 -2.22827 0.52543 1.89 0.67 -0.85
H 2.03837 -5.91047 -0.49556 1.59 1.59 1.23
H 3.75060 -5.17663 -0.79092 -1.76 0.36 1.93
H 3.26566 -5.84716 0.94704 -0.77 1.45 -1.71
H 0.45345 1.90948 -0.91337 0.00 -2.14 0.07
H -0.16850 0.42107 -1.89011 1.43 0.69 1.87
H 2.08722 -0.84423 -1.52521 -0.14 1.97 0.82
H 3.87760 0.23518 -0.44071 -2.16 0.89 0.31
H 1.51772 1.81102 -2.97083 1.87 -1.47 0.46
H 2.50154 0.31883 -3.61632 0.05 1.59 1.99
H 3.55760 2.67972 -1.85051 0.21 -1.52 -0.68
H 4.51905 1.35697 -2.44267 -1.21 0.96 0.02
H -4.46391 -0.27503 2.92765 2.47 -1.19 -0.90
H -3.13203 -1.72017 3.07609 -0.78 2.09 -1.18
H -3.82887 -1.12038 1.34649 0.97 0.76 2.61
H -0.20612 3.09550 2.85344 -0.12 -0.29 -2.51
H -0.18701 4.27771 1.35966 -0.50 -2.76 0.42
H 0.86763 2.71686 1.34635 -2.12 0.33 0.57
C -5.83079 1.00474 0.21260 -0.18 0.40 -0.20
O -5.68372 -0.25589 0.83985 -0.96 -0.60 0.15
H -5.01680 1.14278 -0.50285 -0.15 -0.06 0.17
H -6.78695 1.04069 -0.31531 0.09 0.24 -0.12
H -5.78854 1.79490 0.96618 0.03 0.16 -0.17
H -6.41951 -0.35007 1.46843 0.43 0.04 -0.25
C 4.56612 -4.29034 -3.63271 -0.15 0.06 0.18
O 3.46199 -3.40425 -3.63445 -0.31 0.15 0.31
H 5.08675 -4.21121 -4.58989 -0.15 0.04 0.14
H 5.25037 -4.01965 -2.82480 0.22 -0.17 -0.05
H 4.21195 -5.31507 -3.49669 0.23 -0.15 -0.05
H 3.02000 -3.49647 -2.77335 0.08 0.14 -0.46
C 2.37408 5.46712 -3.62532 0.18 -0.24 0.00
O 3.74632 5.11931 -3.60946 0.21 -0.23 0.13
H 2.28039 6.53401 -3.84089 0.08 -0.16 0.04
H 1.86107 4.89433 -4.40181 -0.26 0.11 0.03
H 1.93207 5.25473 -2.64882 -0.29 0.11 -0.02
H 3.79792 4.16786 -3.41602 0.09 0.24 -0.24
C -3.79566 1.95632 -3.50495 0.06 0.19 0.04
O -4.94244 2.55408 -2.92889 -0.17 0.46 0.18
H -4.01148 0.90698 -3.71902 -0.07 0.18 0.06
H -3.54364 2.47132 -4.43525 0.20 -0.18 -0.07
H -2.95999 2.01844 -2.80364 0.18 -0.12 -0.11
H -4.72101 3.48379 -2.75013 -0.20 -0.54 -0.02
C -7.75152 -3.60858 -0.12619 0.11 0.22 0.06
O -7.77427 -2.36380 -0.80018 0.06 0.42 0.10
H -8.28335 -4.34865 -0.72866 0.07 0.18 0.05
H -6.71632 -3.93029 0.01188 -0.05 -0.25 0.11
H -8.24552 -3.50817 0.84330 0.00 -0.29 0.09
H -7.29525 -1.72775 -0.24222 -0.06 -0.24 -0.43
C 5.11371 1.43034 5.91962 -0.07 -0.04 0.19
O 4.00958 2.31642 5.91788 -0.37 0.19 0.37
H 5.63434 1.50947 4.96245 -0.15 0.06 0.13
H 5.79797 1.70102 6.72754 0.19 -0.19 -0.08
H 4.75954 0.40560 6.05565 0.24 -0.12 -0.03
H 3.56760 2.22421 6.77898 0.17 0.13 -0.54
```
Forces are in eV/Å.

Calculated values
Kohn-Sham gap	8.8	eV
LUMO energy	-0.0191	Ha

Below is a 2-piece molecular cluster, C10H14N3 overall at a distorted geometry, with properties calculated with ωB97M-V/def2-TZVPD.

XYZ file:
```
27
Properties=species:S:1:pos:R:3:forces:R:3
C 1.08174 -1.60506 -0.01873 -1.09 1.18 0.24
C 0.96407 0.47041 0.83450 -1.34 0.91 1.81
C 2.36806 -1.08196 0.23274 2.51 1.79 1.23
C -4.07212 -0.36992 0.09603 0.79 -1.12 0.49
C -3.30175 0.52685 0.87138 -0.11 0.34 -0.90
C -3.42636 -1.53237 -0.48004 -1.22 2.43 1.44
C -1.91345 0.40508 0.81021 1.13 0.57 -0.51
C -2.07390 -1.67845 -0.33120 2.10 -3.62 -1.23
C -1.29339 -0.69644 0.21432 0.95 1.62 1.15
C 3.68124 -1.83071 0.11337 -1.29 0.47 3.12
N 2.32893 0.14347 0.76748 -1.19 -2.11 -0.81
N 0.20987 -0.67507 0.28410 -1.43 -0.09 -0.08
N 0.61297 2.89374 -0.58661 -4.55 0.57 -0.78
H 0.84455 -2.59262 -0.33279 -0.35 -0.47 -0.37
H 0.52645 0.65937 1.89940 1.23 -0.76 -1.27
H -5.16609 -0.28461 0.02007 0.66 0.06 0.07
H -3.69250 1.41572 1.41652 -0.03 -0.94 -0.69
H -4.05073 -2.27585 -0.92326 -0.05 -0.40 -0.33
H -1.22260 1.24283 1.04599 -1.17 -0.57 0.46
H -1.55341 -2.68838 -0.64014 -1.21 2.11 0.34
H 0.68690 1.56558 0.48008 0.32 -1.50 -0.72
H 4.31572 -1.47120 0.98538 -0.59 -0.53 -1.30
H 3.44489 -2.88160 0.25825 0.36 -0.20 -0.14
H 4.14694 -1.66108 -0.79558 1.00 0.25 -1.76
H 1.09051 3.64476 -0.22402 2.09 1.82 0.93
H -0.14531 3.39350 -1.13465 0.60 -0.92 1.10
H 1.06432 2.43394 -1.30815 1.88 -0.91 -1.50
```
Forces are in eV/Å.

Calculated values
Kohn-Sham gap	7.9	eV
ΔE to the lowest compared entry with this formula, charge and spin	214.81	kJ/mol
total charge	+1
LUMO energy	-0.1825	Ha

Below is C29H36IrN12P as an isolated structure, with properties calculated with ωB97M-V/def2-TZVPD.

XYZ file:
```
79
Properties=species:S:1:pos:R:3:forces:R:3
Ir 0.06370 0.40142 -0.00049 -0.34 -0.81 0.28
C 3.60386 0.94245 4.22851 0.03 -0.02 0.01
N 3.09586 0.98973 2.85932 0.01 0.04 -0.10
C 3.74640 1.53687 1.78638 -0.05 -0.02 0.04
C 2.93160 1.37314 0.70535 0.24 -0.13 -0.02
N 1.80102 0.72395 1.11394 -0.32 0.04 -0.13
C 1.91735 0.50300 2.41831 -0.06 -0.09 0.08
P 0.66575 -0.35705 3.42676 0.09 0.32 -0.08
C -0.75227 0.69470 2.97702 -0.11 -0.21 0.11
N -1.14034 0.99062 1.73761 0.60 0.27 -0.52
C -2.39174 1.52429 1.82621 -0.21 0.31 -0.06
C -2.75652 1.57521 3.13969 0.10 -0.10 0.06
N -1.71989 1.04548 3.85592 -0.11 -0.02 -0.10
C -1.69873 0.86720 5.30580 0.00 0.02 0.01
C 0.32474 -1.65548 2.20679 -0.11 -0.04 0.20
N 0.01233 -1.43974 0.93638 -0.27 0.08 -0.50
C -0.16051 -2.65744 0.33985 -0.07 0.00 0.00
C 0.03272 -3.62401 1.28011 0.04 0.01 0.00
N 0.33731 -2.98362 2.44926 0.02 -0.03 -0.06
C 0.62390 -3.63910 3.72336 -0.01 -0.01 0.01
H 4.50312 1.54888 4.27817 0.00 0.00 0.01
H 3.84810 -0.07995 4.50857 0.00 0.00 0.00
H 2.86808 1.34884 4.91794 -0.01 0.00 0.00
H 4.71956 1.98675 1.87740 0.00 -0.01 0.01
H 3.11406 1.63468 -0.32283 -0.06 0.03 0.05
H -2.96156 1.84491 0.96376 0.19 -0.09 0.26
H -3.65536 1.93417 3.60985 0.01 0.00 0.02
H -2.63333 1.24758 5.70672 0.00 0.00 0.00
H -0.87434 1.42388 5.74520 0.00 0.00 0.00
H -1.60955 -0.18650 5.56070 0.00 0.00 -0.01
H -0.42247 -2.75384 -0.69962 0.06 0.01 0.00
H -0.01405 -4.69690 1.21304 -0.01 0.00 0.00
H 0.69142 -4.70829 3.54701 0.00 0.00 0.00
H -0.17333 -3.44707 4.43831 0.00 0.00 0.00
H 1.57217 -3.28897 4.12363 0.00 0.00 0.00
C -2.03058 4.02700 -0.50612 0.02 -0.05 0.07
C -2.33256 3.10800 -1.68984 0.11 -0.14 -0.06
C -3.30123 2.00555 -1.32246 -0.09 0.11 -0.28
C -4.63670 2.36232 -1.14948 0.02 0.03 -0.05
C -5.60790 1.41524 -0.88834 -0.02 0.00 0.00
C -5.24553 0.08303 -0.80363 0.01 0.05 0.07
C -3.92093 -0.31750 -0.94045 0.08 0.09 0.14
C -3.61100 -1.76770 -0.68209 0.12 -0.06 -0.02
C -3.34563 -1.99239 0.80798 -0.06 -0.08 0.04
C -2.94516 0.66032 -1.19336 0.03 -0.06 0.10
N -1.55954 0.27022 -1.34516 -0.25 -0.44 0.18
C -1.21624 -0.19325 -2.51333 0.07 0.19 -0.08
C 0.10930 -0.62091 -2.69692 -0.02 -0.04 0.13
C 0.89640 -1.07424 -3.75597 -0.05 -0.15 0.00
C 2.17041 -1.28622 -3.23171 0.03 -0.09 -0.03
C 2.12255 -0.94873 -1.87672 -0.11 0.02 -0.01
N 0.87707 -0.56455 -1.55463 0.80 0.47 -0.04
H -1.48455 4.92127 -0.80955 -0.19 0.03 -0.03
H -1.43896 3.51443 0.25429 0.01 0.02 -0.01
H -2.95075 4.37824 -0.03721 0.01 0.01 0.01
H -1.40904 2.68068 -2.08314 -0.18 0.08 0.02
H -2.78131 3.68615 -2.49986 -0.02 0.04 0.03
H -4.91647 3.40338 -1.26225 0.00 0.00 0.00
H -6.64287 1.70883 -0.77434 0.00 0.00 -0.01
H -6.00073 -0.66989 -0.61265 0.00 -0.01 -0.01
H -2.77347 -2.11993 -1.28900 0.03 0.04 0.08
H -4.47219 -2.36859 -0.97622 -0.01 0.04 -0.06
H -2.44598 -1.46947 1.12811 0.00 0.06 0.04
H -3.23071 -3.05373 1.03286 0.03 0.00 0.00
H -4.17949 -1.60874 1.39854 -0.02 -0.04 -0.02
H -1.94363 -0.20406 -3.31913 -0.03 -0.06 0.00
H 0.56704 -1.25805 -4.76568 0.00 0.03 -0.01
H 3.02774 -1.67275 -3.75723 0.01 0.03 0.00
H 2.91013 -0.97777 -1.13871 0.00 -0.01 -0.03
N 0.85948 5.57080 -1.87226 0.06 0.01 -0.03
C 1.78460 4.87231 -2.54196 -0.01 0.03 -0.04
N 2.62524 5.51550 -3.35022 0.01 -0.01 0.03
N 1.92858 3.55613 -2.45256 0.05 -0.05 0.08
C 1.19049 2.82483 -1.68509 -0.01 0.00 -0.26
N 0.58922 2.05120 -1.06964 -0.20 0.32 0.52
H 0.74516 6.56048 -2.00708 0.00 0.01 0.00
H 0.16514 5.08819 -1.32769 0.09 0.00 0.00
H 2.59271 6.50964 -3.48901 -0.01 0.00 0.00
H 3.32294 4.97794 -3.83563 0.00 0.00 -0.02
```
Forces are in eV/Å.

Calculated values
Kohn-Sham gap	7.8	eV
ΔE to the lowest compared entry with this formula, charge and spin	34.57	kJ/mol
total charge	+2
LUMO energy	-0.1781	Ha

Which value of Kohn-Sham gap does entry 1 give? 8.8 eV